Computed, not measured: a 2-piece molecular cluster, C3H9NO overall, with ωB97M-V/def2-TZVPD.

Results
Kohn-Sham gap	9.092	eV
SMILES	C/C=C/N.O
charge	0
HOMO	-0.299	Ha
energy above the lowest of the compared OMol25 structures with the same formula, charge and spin	162.9	kJ/mol
2S+1	1

```
14
Properties=species:S:1:pos:R:3:lowdin_charge:R:1
C -1.48362 -0.10176 1.27364 -0.12
C -0.53770 0.06697 0.14350 -0.22
C 0.68025 0.65655 0.25769 -0.25
N 1.40452 1.56442 -0.47551 0.06
H -0.93661 -0.47842 2.13791 0.07
H -1.88217 0.83550 1.66658 0.07
H -2.26771 -0.81515 1.10124 0.06
H -0.91915 0.04503 -0.89282 0.09
H 1.15205 0.67767 1.26915 0.12
H 2.36038 1.65856 -0.16194 0.09
H 1.20476 1.63248 -1.46997 0.10
O 0.43046 -1.98307 -2.01198 -0.08
H 0.83754 -2.48535 -1.29540 0.04
H -0.04299 -1.27343 -1.54209 -0.03
```

---

Computed, not measured: the molecule C3H9NO, with ωB97M-V/def2-TZVPD.

Results
Kohn-Sham gap	9.975	eV
SMILES	C[C@H](N)CO
charge	0
HOMO	-0.340	Ha
energy above the lowest of the compared OMol25 structures with the same formula, charge and spin	181.1	kJ/mol
2S+1	1

```
14
Properties=species:S:1:pos:R:3:lowdin_charge:R:1
C -0.09161 -1.31574 0.73470 -0.08
C -0.18860 -0.38147 -0.41876 -0.53
N 0.92866 -0.59127 -1.29835 0.02
C -0.07737 1.10380 0.04525 -0.24
O -0.97177 1.53504 1.11233 -0.15
H 0.86343 -0.96299 1.23303 0.09
H 0.14865 -2.39271 0.36006 0.11
H -0.99263 -1.03561 1.40101 0.11
H -1.11717 -0.49254 -0.89058 0.12
H 1.75638 -0.56294 -0.64406 0.10
H 0.96430 0.15117 -1.97215 0.06
H -0.23515 1.77396 -0.78322 0.10
H 0.94433 1.21821 0.38069 0.11
H -1.93143 1.95309 0.74005 0.19
```

---

Computed, not measured: a 2-piece molecular cluster, C3H9NO overall, with ωB97M-V/def2-TZVPD.

Results
Kohn-Sham gap	10.215	eV
SMILES	C=CCN.O
charge	0
HOMO	-0.335	Ha
energy above the lowest of the compared OMol25 structures with the same formula, charge and spin	203.3	kJ/mol
2S+1	1

```
14
Properties=species:S:1:pos:R:3:lowdin_charge:R:1
C 0.61754 0.35095 2.31201 -0.01
C -0.03434 -0.42253 1.42027 -0.17
C -1.54493 -0.26161 1.45300 -0.31
N -1.84438 0.53371 0.24459 -0.02
H 1.62449 0.71219 2.11307 0.05
H 0.28227 0.41644 3.34405 0.06
H 0.36550 -0.67961 0.44527 0.09
H -2.03726 -1.24916 1.41629 0.10
H -1.93206 0.25757 2.32442 0.09
H -2.81418 0.79647 0.15794 0.06
H -1.26859 1.35815 0.21846 0.06
O 2.97015 -0.47507 -4.80465 -0.05
H 3.27664 -0.17621 -5.66843 0.03
H 2.33913 -1.16129 -4.97630 0.02
```

---

Computed, not measured: the molecule C3H9NO, with ωB97M-V/def2-TZVPD.

Results
Kohn-Sham gap	9.957	eV
SMILES	C[C@H](O)CN
charge	0
HOMO	-0.334	Ha
energy above the lowest of the compared OMol25 structures with the same formula, charge and spin	77.1	kJ/mol
2S+1	1

```
14
Properties=species:S:1:pos:R:3:lowdin_charge:R:1
C 0.69428 1.11923 -0.93911 -0.06
C 0.59073 -0.27472 -0.35186 -0.46
O -0.34415 -1.07640 -1.05509 -0.05
C 0.14430 -0.29841 1.11508 -0.25
N -1.09743 0.41822 1.37889 0.01
H 1.37822 1.12815 -1.78345 0.07
H -0.25734 1.50230 -1.30001 0.08
H 1.00640 1.84905 -0.18249 0.08
H 1.58355 -0.71942 -0.40571 0.13
H -0.33136 -0.83393 -1.99870 0.10
H 0.00371 -1.36048 1.35422 0.11
H 0.92302 0.11064 1.76106 0.12
H -1.66044 0.47625 0.53227 0.07
H -0.92265 1.35275 1.71188 0.06
```

---

Computed, not measured: a 2-piece molecular cluster, C3H9NO overall, with ωB97M-V/def2-TZVPD.

Results
Kohn-Sham gap	10.729	eV
SMILES	C1CN1.CO
charge	0
HOMO	-0.354	Ha
energy above the lowest of the compared OMol25 structures with the same formula, charge and spin	216.7	kJ/mol
2S+1	1

```
14
Properties=species:S:1:pos:R:3:lowdin_charge:R:1
C -0.84829 -1.16799 -0.14141 -0.15
C -1.78383 -0.61691 0.85509 -0.20
N -1.30864 0.26523 -0.19071 -0.04
H -1.22186 -1.83483 -0.90707 0.10
H 0.17640 -1.35266 0.14512 0.09
H -1.40961 -0.38420 1.84356 0.10
H -2.81509 -0.94900 0.83218 0.10
H -1.99725 0.43999 -0.91669 0.10
C 2.19344 0.95967 -0.09559 -0.19
O 1.29406 0.67612 -1.13613 -0.17
H 2.26156 2.04211 0.09881 0.08
H 1.90995 0.45781 0.84052 0.07
H 3.17390 0.59650 -0.40616 0.07
H 0.37526 0.86818 -0.82152 0.04
```

---

Computed, not measured: the molecule C3H9NO, with ωB97M-V/def2-TZVPD.

Results
Kohn-Sham gap	10.165	eV
SMILES	CN[C@H](C)O
charge	0
HOMO	-0.337	Ha
energy above the lowest of the compared OMol25 structures with the same formula, charge and spin	129.2	kJ/mol
2S+1	1

```
14
Properties=species:S:1:pos:R:3:lowdin_charge:R:1
C -1.12740 -0.31271 -1.22621 -0.12
N -0.75675 0.77308 -0.32751 -0.10
C 0.27409 0.54826 0.58240 -0.38
C 1.52014 -0.11468 0.04424 -0.05
O -0.56791 -0.23567 1.73666 -0.13
H -1.34749 -1.24524 -0.69595 0.08
H -0.32334 -0.49355 -1.93831 0.07
H -2.01967 -0.00985 -1.77026 0.08
H -1.56294 1.00916 0.27133 0.12
H 0.49043 1.48031 1.11632 0.13
H 1.32074 -1.15664 -0.20063 0.08
H 1.85490 0.38594 -0.86328 0.09
H 2.32628 -0.06269 0.77292 0.08
H -0.08107 -0.56570 2.49828 0.04
```

---

Computed, not measured: the molecule C3H9NO2, with ωB97M-V/def2-TZVPD.

Results
Kohn-Sham gap	10.493	eV
SMILES	NC(CO)CO
charge	0
HOMO	-0.358	Ha
energy above the lowest of the compared OMol25 structures with the same formula, charge and spin	133.8	kJ/mol
2S+1	1

```
15
Properties=species:S:1:pos:R:3:lowdin_charge:R:1
N -1.21587 0.43935 -0.75434 0.05
C -0.07562 -0.30022 -0.19787 -0.39
C 0.04497 -0.14006 1.31431 -0.22
O -1.08964 -0.78478 1.91617 -0.07
C 1.17561 0.12057 -0.91493 -0.26
O 1.23980 -0.35087 -2.24084 -0.06
H -1.09911 1.42339 -0.51997 0.07
H -2.03642 0.15036 -0.21834 0.07
H -0.32666 -1.34371 -0.37515 0.15
H 0.95887 -0.61839 1.67129 0.12
H 0.06975 0.92716 1.56970 0.13
H -1.36211 -0.29548 2.70028 0.09
H 1.26444 1.21257 -0.90333 0.12
H 2.08104 -0.23105 -0.40881 0.12
H 0.37096 -0.20884 -2.63817 0.08
```

---

Computed, not measured: a 2-piece molecular cluster, C3H9NO2 overall, with ωB97M-V/def2-TZVPD.

Results
Kohn-Sham gap	10.583	eV
SMILES	CC=O.NCO
charge	0
HOMO	-0.355	Ha
energy above the lowest of the compared OMol25 structures with the same formula, charge and spin	222.0	kJ/mol
2S+1	1

```
15
Properties=species:S:1:pos:R:3:lowdin_charge:R:1
C -1.55547 1.53393 -1.00604 -0.05
C -0.55563 0.56587 -1.43138 -0.35
O -0.73369 -0.63074 -1.64569 0.00
H -2.51950 0.99001 -0.94259 0.10
H -1.66147 2.32847 -1.74860 0.09
H -1.26444 2.00435 -0.04433 0.10
H 0.40524 0.97468 -1.56178 0.09
N 1.37695 -0.51736 0.10237 0.00
C 0.89849 -0.59541 1.58016 -0.33
O 0.66101 -1.89386 1.99160 -0.09
H 2.21994 -1.14371 -0.03654 0.09
H 0.57728 -0.94540 -0.41119 0.01
H 1.72628 -0.29520 2.24402 0.11
H 0.01969 0.10196 1.68863 0.11
H 0.40530 -2.47758 1.22135 0.12
```